ORCA calculation (wB97M-V/def2-TZVPD) on a 2-piece molecular cluster, C16H19Cl2N2 overall in a non-equilibrium geometry.

HOMO ... -9.81 eV
Multiplicity ... 1
E_tot ... -1650.616615 Ha
Largest force on an atom ... 2.51 eV/A
Lowest unoccupied orbital energy ... -0.203 hartree
Net charge ... +1

CARTESIAN COORDINATES (ANGSTROEM)
1 Cl -5.536 0.867 1.655
2 C -3.952 0.238 1.667
3 C -3.752 -1.149 1.784
4 C -2.462 -1.640 1.879
5 C -1.316 -0.772 1.903
6 C -0.048 -1.332 2.221
7 C 1.235 -0.740 2.071
8 C 2.339 -1.615 1.827
9 C 3.625 -1.136 1.649
10 C 3.855 0.250 1.701
11 Cl 5.441 0.848 1.525
12 C 2.801 1.140 1.965
13 C 1.523 0.644 2.208
14 C -1.561 0.603 1.640
15 C -2.855 1.108 1.591
16 H -4.612 -1.814 1.823
17 H -2.313 -2.718 1.964
18 H -0.032 -2.417 2.363
19 H 2.150 -2.690 1.777
20 H 4.456 -1.817 1.488
21 H 2.998 2.209 2.009
22 H 0.755 1.326 2.566
23 H -0.739 1.289 1.475
24 H -3.025 2.178 1.495
25 C -1.148 -2.578 4.915
26 N 0.088 -1.866 5.208
27 C 1.340 -2.614 5.163
28 N -0.056 -0.896 6.132
29 C 0.846 -0.610 7.229
30 H -0.972 -3.658 4.962
31 H -1.932 -2.295 5.628
32 H -1.507 -2.329 3.913
33 H 1.101 -3.686 5.187
34 H 1.877 -2.407 4.223
35 H 2.007 -2.387 6.002
36 H -1.002 -0.533 6.194
37 H 1.080 0.461 7.209
38 H 0.340 -0.834 8.184
39 H 1.783 -1.179 7.190